This record from the OMol25 dataset describes one molecule with the formula C19H24N2OS. The level of theory is the ωB97M-V functional and the def2-TZVPD basis.

```
! RIJCOSX wB97M-V def2-TZVPD def2/J DEFGRID3
* xyz 0 1
C -2.37 -2.05 -1.34
H -2.55 -2.63 -2.24
H -3.09 -2.34 -0.58
H -1.37 -2.29 -0.97
C -2.51 -0.56 -1.65
N -2.35 0.25 -0.46
C -0.96 0.45 -0.08
H -0.38 -0.39 -0.47
C -0.88 0.44 1.46
O -1.66 -0.63 1.95
H -2.39 -0.72 1.31
C 0.56 0.28 2.04
N 1.61 0.06 1.08
C 2.24 1.16 0.50
C 1.66 2.43 0.57
C 2.27 3.54 0.01
C 3.48 3.42 -0.66
C 4.07 2.17 -0.74
C 3.47 1.06 -0.16
S 4.36 -0.46 -0.22
C 3.03 -1.61 -0.02
C 3.24 -2.90 -0.48
C 2.28 -3.88 -0.28
C 1.11 -3.54 0.38
C 0.89 -2.25 0.82
C 1.85 -1.25 0.63
H -0.03 -2.03 1.32
H 0.36 -4.29 0.55
H 2.46 -4.88 -0.63
H 4.17 -3.12 -0.97
H 5.02 2.04 -1.24
H 3.96 4.27 -1.10
H 1.79 4.50 0.09
H 0.71 2.57 1.07
H 0.53 -0.57 2.72
H 0.82 1.16 2.62
H -1.31 1.38 1.85
H -0.54 1.38 -0.48
C -3.12 1.49 -0.50
C -4.56 1.25 -0.06
H -5.12 2.18 -0.08
H -4.59 0.85 0.94
H -5.06 0.54 -0.73
H -2.67 2.20 0.19
H -3.10 1.94 -1.50
H -3.51 -0.39 -2.05
H -1.79 -0.28 -2.44
*
```

Values from the calculation:
LUMO energy   0.82 eV
Energy above the lowest of the compared OMol25 structures with the same formula, charge and spin   87.3 kJ/mol
Gap between HOMO and LUMO   0.2938 Ha